# 1
Molecular formula: C33H35N5O2RbSTe
Method: DFT, the ωB97M-V functional and the def2-TZVPD basis

Positions of all 78 atoms, in Å:
Rb 0.61 -0.04 -0.28
C 1.50 3.13 2.74
C 1.67 2.96 1.25
C 2.86 2.47 0.72
C 3.03 2.31 -0.65
C 4.32 1.78 -1.21
C 1.97 2.65 -1.50
C 0.76 3.13 -0.99
C -0.38 3.45 -1.93
C 0.63 3.28 0.38
H 1.16 2.19 3.20
H 0.76 3.89 2.98
H 2.44 3.40 3.22
H 3.68 2.24 1.39
H 4.52 2.17 -2.21
H 4.28 0.69 -1.29
H 5.16 2.03 -0.57
H 2.10 2.57 -2.57
H -1.10 4.12 -1.46
H -0.92 2.55 -2.23
H -0.02 3.93 -2.84
H -0.30 3.69 0.79
C -2.84 -4.26 -2.22
O -2.26 -2.96 -2.29
C -1.77 -2.38 -1.19
O -1.30 -1.27 -1.25
N -1.81 -3.12 -0.04
N -1.26 -2.56 1.11
H -3.17 -4.49 -3.23
H -3.71 -4.27 -1.55
H -2.11 -5.01 -1.92
H -2.16 -4.06 -0.02
H -0.44 -3.08 1.40
H -1.95 -2.54 1.86
N 4.48 -3.19 -1.39
C 4.38 -2.62 -2.65
C 5.07 -2.82 -3.84
C 4.69 -2.04 -4.92
C 3.66 -1.10 -4.81
C 2.98 -0.91 -3.63
C 3.35 -1.68 -2.53
N 2.85 -1.69 -1.23
C 3.55 -2.60 -0.60
C 3.35 -2.94 0.82
C 4.04 -3.87 1.53
S 3.49 -3.91 3.14
C 2.35 -2.69 2.77
N 2.38 -2.26 1.54
H 5.14 -3.90 -1.12
H 5.87 -3.55 -3.92
H 5.21 -2.16 -5.86
H 3.40 -0.51 -5.68
H 2.18 -0.18 -3.55
H 4.84 -4.51 1.20
H 1.69 -2.30 3.52
Te -1.79 0.61 2.30
C -3.04 1.91 3.39
C -3.84 1.39 4.40
C -4.70 2.23 5.10
C -4.76 3.58 4.78
C -3.95 4.10 3.78
C -3.08 3.26 3.08
C -3.20 0.29 0.76
C -4.02 -0.83 0.77
C -4.92 -1.04 -0.27
C -5.00 -0.13 -1.32
C -4.18 1.00 -1.33
C -3.28 1.21 -0.29
H -3.80 0.33 4.65
H -5.33 1.83 5.88
H -5.43 4.23 5.33
H -3.99 5.15 3.54
H -2.45 3.67 2.30
H -3.98 -1.53 1.59
H -5.57 -1.91 -0.26
H -5.69 -0.29 -2.13
H -4.24 1.71 -2.14
H -2.64 2.08 -0.30

* net charge: +1
* multiplicity: 1
* DFT total energy: -65115.024 eV
* energy relative to the best compared isomer or geometry (same formula, charge and spin): 19.23 kcal per mole
* HOMO: -10.4 eV
* Kohn-Sham gap: 0.3048 Eh

# 2
Molecular formula: C33H35N6SZr
Method: DFT, the ωB97M-V functional and the def2-TZVPD basis

Positions of all 76 atoms, in Å:
Zr -0.91 0.22 0.21
S -0.07 -0.79 2.31
C 0.54 -2.28 1.54
N 0.76 -3.30 2.42
N 1.34 -4.39 2.20
C 2.20 -4.84 1.18
C 3.10 -3.99 0.54
C 4.00 -4.53 -0.35
C 3.99 -5.90 -0.62
C 3.09 -6.74 0.02
C 2.21 -6.22 0.95
N 0.61 -2.43 0.25
N -0.01 -1.49 -0.46
C 0.19 -1.48 -1.86
C -0.74 -0.77 -2.63
C -0.56 -0.69 -4.00
C 0.52 -1.32 -4.60
C 1.43 -2.02 -3.83
C 1.29 -2.09 -2.46
H 1.18 -5.05 2.96
H 3.13 -2.94 0.79
H 4.74 -3.90 -0.82
H 4.71 -6.32 -1.32
H 3.10 -7.80 -0.18
H 1.52 -6.87 1.48
H -1.65 -0.36 -2.18
H -1.29 -0.17 -4.62
H 0.63 -1.28 -5.68
H 2.26 -2.53 -4.30
H 1.99 -2.63 -1.84
C -1.26 3.05 -3.24
C 0.12 2.53 -2.97
C 1.03 2.44 -4.02
C 2.28 1.87 -3.85
C 2.66 1.38 -2.61
C 1.81 1.47 -1.52
C 2.27 1.07 -0.14
C 0.55 2.07 -1.72
N -0.29 2.13 -0.56
C -0.79 3.21 -0.06
C -0.54 4.57 -0.56
C -1.62 2.99 1.18
C -2.17 4.16 1.90
N -1.82 1.75 1.48
C -2.43 1.28 2.68
C -2.05 1.74 3.95
C -0.87 2.64 4.21
C -2.74 1.22 5.05
C -3.72 0.26 4.90
C -4.00 -0.26 3.64
C -3.34 0.22 2.53
C -3.59 -0.40 1.17
H -1.67 2.59 -4.14
H -1.25 4.12 -3.43
H -1.96 2.86 -2.42
H 0.73 2.81 -5.00
H 2.97 1.82 -4.68
H 3.64 0.94 -2.48
H 3.10 0.36 -0.21
H 1.50 0.62 0.50
H 2.64 1.95 0.40
H 0.23 4.57 -1.34
H -0.23 5.23 0.26
H -1.46 5.00 -0.97
H -2.64 4.85 1.20
H -1.38 4.72 2.40
H -2.90 3.85 2.65
H -0.22 2.75 3.34
H -0.27 2.22 5.01
H -1.18 3.63 4.54
H -2.47 1.57 6.04
H -4.25 -0.11 5.76
H -4.72 -1.06 3.54
H -4.37 -1.15 1.24
H -2.70 -0.98 0.81
H -3.92 0.34 0.42

* net charge: +3
* multiplicity: 1
* DFT total energy: -55819.380 eV
* energy relative to the best compared isomer or geometry (same formula, charge and spin): 16.38 kcal per mole
* HOMO: -16.2 eV
* Kohn-Sham gap: 0.2014 Eh

Number 2 is which compound? C33H35N6SZr

Which value of HOMO does entry 1 give? -10.4 eV

Which formula does entry 2 have? C33H35N6SZr

Which of these has the highest HOMO? C33H35N5O2RbSTe